Record 1
C45H115N9O17 as an isolated structure, computed with the ωB97M-V functional and the def2-TZVPD basis.

Results
molar mass	1054.5	g mol⁻¹
spin multiplicity	1
total energy	-3553.4693	Ha

Last column: Löwdin charge in e.
CARTESIAN COORDINATES (ANGSTROEM)
C  4.741  -1.095  -1.340  -0.7902
O  4.832  0.128  -1.377  0.0081
N  5.702  -1.923  -1.005  0.1621
N  3.574  -1.601  -1.321  0.1528
H  6.635  -1.536  -1.024  0.1134
H  5.471  -2.889  -0.821  0.1074
H  3.288  -2.565  -1.233  0.1149
H  2.880  -0.867  -1.290  -0.0857
C  -5.777  -0.536  -2.586  -0.0321
O  -5.936  -0.875  -4.011  -0.1569
C  -4.855  -0.654  -4.784  -0.2474
C  -3.688  -1.627  -4.708  -0.1622
N  -2.666  -1.082  -5.722  -0.0059
C  -1.452  -1.947  -5.953  -0.2041
C  -0.403  -1.409  -6.880  -0.1514
O  0.083  -0.144  -6.353  -0.2108
C  1.495  -0.004  -6.450  -0.0829
H  -5.024  -1.155  -2.098  0.0787
H  -6.758  -0.569  -2.113  0.0906
H  -5.401  0.474  -2.422  0.0728
H  -4.535  0.336  -4.459  0.1132
H  -5.087  -0.438  -5.827  0.1281
H  -3.843  -2.689  -4.899  0.0868
H  -3.247  -1.556  -3.714  0.0093
H  -2.949  -0.704  -6.614  0.1225
H  -1.907  -2.865  -6.324  0.0847
H  -1.049  -2.265  -4.992  0.0840
H  -0.770  -1.361  -7.905  0.1269
H  0.300  -2.228  -7.029  0.1281
H  2.265  -0.504  -5.862  0.0845
H  1.447  1.021  -6.084  0.1034
H  1.729  -0.180  -7.500  0.0894
C  6.385  5.536  3.232  -0.0815
O  5.251  4.674  3.189  -0.1903
C  5.268  3.524  2.487  -0.1861
C  4.258  2.376  3.155  -0.0759
N  2.969  3.049  3.518  -0.1776
C  2.194  2.324  4.503  -0.2409
C  2.778  2.439  5.952  -0.0990
O  2.152  1.602  6.972  -0.3405
C  2.905  1.707  8.210  -0.0651
H  5.971  6.394  3.762  0.0872
H  6.885  5.995  2.379  0.0883
H  7.179  5.161  3.879  0.0856
H  6.255  3.066  2.419  0.1156
H  5.004  3.788  1.463  0.1230
H  4.820  2.082  4.042  0.0919
H  4.022  1.465  2.605  0.0762
H  3.292  3.917  3.922  0.1280
H  1.859  1.340  4.174  -0.0270
H  1.192  2.742  4.604  0.0973
H  2.841  3.513  6.126  0.1365
H  3.846  2.221  5.953  0.1184
H  3.860  1.185  8.263  0.0966
H  2.290  1.067  8.843  0.0782
H  3.030  2.584  8.845  0.0989
C  -5.013  0.866  2.508  -0.0794
O  -3.958  -0.152  2.448  -0.1697
C  -2.748  0.285  1.872  -0.2025
C  -1.908  1.367  2.545  -0.1595
N  -1.187  0.943  3.748  -0.1181
C  -0.404  1.899  4.470  -0.1294
C  0.742  1.194  5.414  -0.2281
O  0.059  0.207  6.145  -0.1659
C  0.687  -0.001  7.366  -0.1271
H  -5.898  0.581  3.076  0.0846
H  -5.406  1.035  1.505  0.0731
H  -4.806  1.911  2.741  0.0756
H  -3.066  0.649  0.895  0.1161
H  -2.058  -0.530  1.655  0.1251
H  -2.434  2.288  2.796  0.1192
H  -1.162  1.642  1.799  0.1040
H  -1.872  0.549  4.378  0.1313
H  -1.170  2.380  5.078  0.1432
H  -0.051  2.805  3.978  0.1151
H  1.087  2.082  5.943  0.1086
H  1.477  0.659  4.813  0.1122
H  0.859  0.964  7.842  0.0774
H  1.678  -0.453  7.330  0.1121
H  0.055  -0.488  8.109  0.1091
C  2.231  7.710  -3.662  -0.0891
O  2.442  7.174  -2.309  -0.2259
C  1.200  6.814  -1.534  -0.1694
C  0.802  5.421  -2.051  -0.1784
N  -0.497  4.872  -1.545  -0.0444
C  -0.513  3.683  -0.704  -0.1780
C  0.230  3.922  0.661  -0.1371
O  1.258  2.967  0.915  -0.1715
C  1.517  2.829  2.287  -0.2393
H  1.521  8.536  -3.700  0.0802
H  1.951  6.894  -4.329  0.0689
H  3.204  8.064  -4.005  0.0804
H  0.391  7.500  -1.786  0.1030
H  1.368  6.913  -0.462  0.1085
H  1.679  4.950  -1.606  0.1162
H  1.001  5.329  -3.119  0.1074
H  -1.252  4.825  -2.215  0.0925
H  -0.101  2.801  -1.195  0.0757
H  -1.560  3.580  -0.421  0.1200
H  -0.556  3.717  1.388  0.1021
H  0.580  4.948  0.774  0.1180
H  2.414  2.255  2.520  0.0346
H  0.700  2.293  2.770  0.0169
H  1.644  3.813  2.738  0.1429
C  0.951  0.569  2.897  -0.1311
O  1.822  -0.128  2.012  -0.1358
C  2.699  0.626  1.205  -0.2081
C  2.154  0.915  -0.216  -0.1065
N  1.807  -0.310  -0.954  -0.0461
C  0.577  -0.057  -1.593  -0.1644
C  0.332  -1.072  -2.729  -0.1540
O  -1.018  -0.888  -3.106  -0.2898
C  -1.929  -2.036  -3.041  -0.1207
H  1.542  1.032  3.688  -0.0203
H  0.237  -0.060  3.428  0.0775
H  0.409  1.394  2.434  0.0539
H  3.700  0.225  1.048  0.1264
H  2.853  1.637  1.581  0.0645
H  2.956  1.496  -0.673  0.1354
H  1.288  1.539  0.007  0.0856
H  1.489  -0.943  -0.234  0.1284
H  0.479  0.960  -1.973  0.1004
H  -0.233  -0.082  -0.864  0.1438
H  0.651  -2.047  -2.360  0.1223
H  1.101  -0.967  -3.495  0.1266
H  -2.897  -1.720  -2.654  0.0988
H  -1.477  -2.663  -2.271  0.1347
H  -1.919  -2.554  -4.000  -0.0118
C  5.413  -0.579  3.885  -0.1166
O  5.293  -1.980  3.759  -0.1767
C  4.893  -2.501  2.487  -0.1830
C  3.405  -2.279  2.132  -0.1694
N  2.357  -3.099  2.829  -0.0212
C  1.044  -3.018  2.236  -0.2077
C  -0.088  -3.440  3.268  -0.1585
O  0.074  -3.232  4.700  -0.1556
C  0.065  -1.838  4.847  -0.1295
H  4.431  -0.105  3.877  0.0478
H  5.820  0.041  3.087  0.0887
H  5.760  -0.442  4.910  0.0984
H  5.109  -3.569  2.461  0.1161
H  5.559  -2.064  1.742  0.0996
H  3.353  -2.465  1.059  0.0962
H  3.246  -1.206  2.232  0.0646
H  2.328  -2.961  3.829  0.1040
H  0.908  -3.456  1.247  0.1121
H  0.938  -1.951  2.037  0.0697
H  -0.140  -4.528  3.219  0.1131
H  -1.018  -2.935  3.006  0.1102
H  -0.950  -1.464  4.977  0.1049
H  0.601  -1.244  4.107  0.0630
H  0.554  -1.669  5.807  0.0892
C  -1.740  -4.060  -4.706  -0.1584
O  -2.668  -4.880  -4.023  -0.1056
C  -3.735  -4.106  -3.439  -0.2193
C  -4.878  -5.068  -3.289  -0.2019
N  -4.517  -6.033  -2.300  -0.0530
C  -5.571  -6.959  -2.023  -0.2086
C  -6.055  -7.840  -3.257  -0.2001
O  -6.652  -7.105  -4.334  -0.1974
C  -8.040  -6.966  -4.137  -0.1210
H  -1.061  -4.702  -5.268  0.1306
H  -1.211  -3.452  -3.972  0.0693
H  -2.168  -3.599  -5.596  0.0495
H  -4.046  -3.255  -4.046  0.0489
H  -3.510  -3.675  -2.464  0.1249
H  -4.872  -5.524  -4.279  0.1213
H  -5.828  -4.559  -3.128  0.1374
H  -3.641  -6.506  -2.471  0.1162
H  -6.444  -6.365  -1.751  0.1068
H  -5.487  -7.721  -1.248  0.1105
H  -6.652  -8.572  -2.713  0.1027
H  -5.166  -8.365  -3.606  0.1156
H  -8.582  -7.807  -3.703  0.0874
H  -8.366  -6.770  -5.158  0.0889
H  -8.275  -6.069  -3.563  0.0804
C  -1.677  1.989  -3.047  -0.1666
C  -1.411  0.834  -4.020  -0.2390
O  -1.802  1.258  -5.330  -0.0875
O  -2.986  1.928  -2.382  -0.0814
H  -1.592  2.986  -3.480  0.1179
H  -0.991  1.929  -2.202  0.0471
H  -2.108  0.040  -3.752  0.0937
H  -0.397  0.438  -3.958  0.1059
H  -1.570  0.480  -5.843  0.0169
H  -3.592  2.260  -3.049  0.0675

=====

Record 2
A 9-piece molecular cluster, C45H116N8O14 overall, computed with the ωB97M-V functional and the def2-TZVPD basis.

Results
molar mass	993.5	g mol⁻¹
spin multiplicity	1
total energy	-3274.9185	Ha

Last column: Löwdin charge in e.
CARTESIAN COORDINATES (ANGSTROEM)
C  12.165  14.434  11.665  -0.0620
C  12.312  15.781  12.429  -0.4746
C  12.917  16.860  11.533  -0.0673
O  11.075  16.266  12.969  -0.0562
H  11.512  14.579  10.805  0.0710
H  11.732  13.606  12.226  0.0721
H  13.118  14.113  11.245  0.0733
H  12.994  15.553  13.247  0.1276
H  12.516  16.851  10.519  0.0785
H  13.975  16.663  11.360  0.0793
H  12.720  17.797  12.054  0.0815
H  10.719  16.945  12.391  0.0768
C  3.658  29.378  16.921  -0.1202
O  4.376  28.871  15.831  -0.1982
C  5.113  27.641  15.949  -0.1981
C  5.636  27.329  14.527  -0.2270
N  6.445  26.129  14.526  -0.0747
C  6.726  25.444  13.223  -0.1708
C  7.485  24.081  13.260  -0.2303
O  8.794  24.195  13.707  -0.1748
C  9.020  23.777  15.035  -0.1041
H  4.262  29.298  17.826  0.0867
H  2.623  29.060  17.045  0.0816
H  3.588  30.425  16.627  0.0855
H  4.504  26.779  16.224  0.1172
H  5.991  27.624  16.596  0.1147
H  6.146  28.211  14.141  0.1110
H  4.796  27.276  13.835  0.1181
H  7.251  26.044  15.128  0.0882
H  7.293  26.152  12.618  0.1088
H  5.783  25.299  12.697  0.1091
H  7.389  23.706  12.241  0.1165
H  6.943  23.367  13.880  0.1156
H  10.067  23.701  15.327  0.0922
H  8.569  22.829  15.328  0.0832
H  8.450  24.482  15.640  0.0698
C  5.406  18.855  19.964  -0.1149
O  6.284  19.006  21.050  -0.1765
C  6.036  20.076  21.947  -0.1961
C  4.569  20.354  22.417  -0.2547
N  3.884  19.171  22.760  -0.0960
C  2.611  19.345  23.487  -0.1490
C  1.873  17.930  23.733  -0.1618
O  2.835  17.043  24.397  -0.2083
C  2.399  15.668  24.492  -0.1029
H  5.319  19.808  19.442  0.0901
H  4.411  18.504  20.237  0.0729
H  5.849  18.159  19.251  0.0931
H  6.375  20.975  21.433  0.1121
H  6.566  20.024  22.898  0.1181
H  4.078  20.789  21.546  0.1021
H  4.650  21.105  23.203  0.1225
H  3.950  18.619  21.917  0.0799
H  2.020  20.047  22.899  0.1056
H  3.008  19.745  24.420  0.1133
H  1.555  17.577  22.752  0.1078
H  1.005  18.035  24.385  0.1079
H  1.310  15.614  24.475  0.0746
H  2.626  15.209  25.454  0.0780
H  2.848  15.060  23.707  0.0822
C  17.951  22.532  2.716  -0.0999
O  16.582  22.752  3.077  -0.1733
C  16.012  23.735  2.239  -0.2437
C  14.784  24.367  2.901  -0.2210
N  13.658  23.461  2.883  -0.0501
C  12.642  23.881  3.785  -0.2555
C  11.363  23.021  3.624  -0.1591
O  11.564  21.582  3.883  -0.2184
C  11.955  21.229  5.207  -0.1203
H  18.550  23.442  2.761  0.0852
H  17.956  22.273  1.657  0.0785
H  18.395  21.652  3.182  0.0878
H  15.698  23.381  1.257  0.1248
H  16.637  24.597  2.004  0.1138
H  14.567  25.296  2.373  0.1189
H  14.997  24.732  3.906  0.1165
H  13.952  22.630  3.377  0.1104
H  12.283  24.905  3.680  0.1200
H  13.036  23.891  4.802  0.1066
H  11.028  23.065  2.588  0.1172
H  10.541  23.353  4.260  0.1112
H  12.475  21.868  5.921  0.0816
H  12.527  20.345  4.925  0.0892
H  11.005  20.945  5.659  0.0798
C  14.868  13.800  22.535  -0.1339
O  14.046  14.736  23.188  -0.1701
C  12.767  14.139  23.482  -0.2056
C  11.767  14.210  22.337  -0.2073
N  12.022  13.357  21.169  -0.0681
C  11.268  13.835  20.033  -0.2469
C  10.985  12.795  18.988  -0.1961
O  10.122  11.679  19.396  -0.2139
C  9.597  10.832  18.378  -0.1109
H  15.184  13.103  23.312  0.0812
H  15.754  14.228  22.066  0.0862
H  14.355  13.207  21.778  0.0664
H  12.250  14.699  24.262  0.1190
H  12.814  13.095  23.790  0.1176
H  11.649  15.255  22.050  0.1203
H  10.734  13.960  22.582  0.1175
H  11.779  12.382  21.273  0.1138
H  11.566  14.823  19.681  0.1302
H  10.237  13.989  20.351  0.1092
H  11.985  12.421  18.771  0.1215
H  10.448  13.280  18.172  0.1233
H  8.745  11.390  17.989  0.0867
H  9.449  9.765  18.546  0.0847
H  10.330  10.750  17.575  0.0752
C  20.795  17.037  -1.628  -0.1152
O  19.599  16.601  -1.006  -0.2260
C  18.329  16.861  -1.639  -0.1692
C  17.007  16.440  -0.795  -0.1511
N  16.951  14.967  -0.598  -0.0836
C  17.884  14.462  0.368  -0.2029
C  17.229  14.628  1.741  -0.2627
O  16.093  13.817  1.863  -0.1867
C  15.452  14.028  3.205  -0.0569
H  21.134  16.375  -2.425  0.0913
H  21.510  17.472  -0.930  0.0864
H  20.696  18.028  -2.070  0.0724
H  18.343  16.369  -2.612  0.1119
H  18.185  17.923  -1.837  0.1033
H  16.083  16.672  -1.325  0.1139
H  17.097  16.970  0.154  0.0976
H  16.013  14.744  -0.296  0.0884
H  18.762  15.102  0.283  0.1006
H  18.272  13.480  0.101  0.1199
H  16.986  15.659  1.995  0.1167
H  17.991  14.251  2.423  0.1155
H  14.979  13.073  3.432  0.0772
H  14.626  14.736  3.132  0.0778
H  16.067  14.295  4.065  0.0813
C  11.287  6.325  10.938  -0.0532
C  10.276  5.145  11.053  -0.4562
C  10.762  3.787  11.612  -0.1795
O  9.686  2.860  11.791  -0.1922
C  9.396  1.978  10.694  -0.0975
N  9.160  5.653  11.788  0.0247
H  10.706  7.232  10.770  0.0706
H  11.880  6.236  10.027  0.0629
H  11.970  6.352  11.787  0.0719
H  9.838  4.900  10.085  0.1237
H  11.146  4.117  12.577  0.1242
H  11.567  3.337  11.032  0.1241
H  8.804  2.399  9.881  0.0831
H  8.907  1.051  10.995  0.0818
H  10.290  1.515  10.274  0.0797
H  8.913  4.846  12.343  0.0575
H  8.309  5.639  11.244  0.0744
C  4.891  12.774  6.309  -0.0394
C  5.462  11.637  7.276  -0.3987
C  5.076  12.016  8.692  -0.2576
O  5.653  13.210  9.120  -0.1803
C  5.271  13.763  10.383  -0.0897
N  5.031  10.302  6.872  0.0169
H  3.852  12.534  6.085  0.0679
H  5.250  12.670  5.285  0.0596
H  4.986  13.810  6.634  0.0717
H  6.549  11.558  7.280  0.1264
H  5.275  11.189  9.373  0.1188
H  3.991  12.039  8.794  0.1235
H  4.273  14.174  10.231  0.0814
H  5.822  14.634  10.738  0.0830
H  5.213  13.078  11.228  0.0836
H  5.249  10.061  5.915  0.0663
H  5.310  9.473  7.377  0.0666
C  20.133  23.430  17.316  -0.0771
C  19.472  23.574  15.955  -0.4781
C  18.761  22.268  15.540  -0.2184
O  19.572  21.143  15.257  -0.1841
C  18.773  20.005  14.884  -0.0917
N  18.626  24.681  16.008  0.0314
H  20.706  24.257  17.735  0.0697
H  20.899  22.655  17.275  0.0808
H  19.419  23.426  18.139  0.0804
H  20.225  23.717  15.180  0.1442
H  18.061  22.514  14.741  0.1221
H  18.134  21.978  16.383  0.1170
H  19.260  19.072  15.167  0.0824
H  18.686  20.045  13.798  0.0871
H  17.820  19.979  15.413  0.0822
H  18.106  24.630  16.872  0.0737
H  19.267  25.420  16.260  0.0785

=====

no.,E_HOMO (eV),frontier orbital gap (Eh),LUMO level (eV)
1,-6.8,0.2644,0.419
2,-8.3,0.3254,0.551